w:
The following is a quantum chemistry calculation of a molecular structure, C11H23N3O3, from the OMol25 dataset.

ORCA input file:
```
! RIJCOSX wB97M-V def2-TZVPD def2/J DEFGRID3
* xyz 0 1
C 2.3750 -0.9364 0.3358
C 1.1633 -0.0073 0.6022
C 3.6229 -0.1194 -0.0726
C 4.0035 0.8375 1.0562
C 4.6488 -1.2896 -0.4319
C -0.4995 1.2774 -0.5895
C 0.0057 2.7271 -0.1552
C -1.7216 0.8816 0.0466
C -2.1429 -0.8220 -0.0937
C -3.7974 -0.9401 0.1767
C -5.1367 -0.2242 -0.4844
H 2.6934 -3.2337 -0.3710
H 1.1169 -2.2887 -0.3707
H 2.7961 -1.4983 1.1862
H 3.5693 0.4367 -1.1396
H 4.3145 0.4510 2.0195
H 4.8187 1.2261 0.5535
H 3.1960 1.6603 1.5022
H 4.2748 -2.0455 -1.1382
H 5.4374 -0.6451 -0.9922
H 5.0894 -1.5245 0.5378
H 0.6785 -0.3654 -1.4121
H -0.9022 1.7627 -1.5431
H -2.6351 1.5164 -0.4880
H -1.7047 1.1349 1.1388
H -2.0273 -0.9109 -1.2866
H -1.3768 -1.6992 0.2467
H -3.7145 -2.1484 -0.0037
H -3.9245 -0.4820 1.3707
H -5.3268 -0.5519 -1.7669
H -5.0383 1.0871 -0.5168
H -6.6526 -1.8101 0.5658
H -6.3104 0.1630 1.7370
H 1.3861 3.9774 -0.7463
N 2.1879 -2.0594 -0.7101
N 0.5692 0.3438 -0.5765
N -6.2725 -0.6529 0.5418
O 0.8152 0.2645 1.7069
O -0.8192 3.5499 0.2062
O 1.2403 2.9575 -0.6416
*
```

Results
HOMO level = -8.692 eV
Orbital gap = 9.08 eV

x:
The following is a quantum chemistry calculation of a single C11H23N3O3 molecule, from the OMol25 dataset.

ORCA input file:
```
! RIJCOSX wB97M-V def2-TZVPD def2/J DEFGRID3
* xyz 0 1
C -0.3047 1.0611 -0.5045
C -0.8470 0.0648 0.5691
C 0.0192 2.3844 -0.0017
C 1.2836 2.4035 0.9216
C 1.9446 3.8217 0.9632
C 3.1483 3.7733 1.9318
C -0.7406 -1.9590 -0.8217
C -2.1028 -1.8374 -1.5332
C -0.4645 -3.4693 -0.7337
C 0.1538 -4.0102 -1.9716
C -1.4006 -4.3079 0.0147
H -0.7680 1.6776 -2.4759
H -2.1275 1.2684 -1.3793
H 0.6285 0.6223 -0.9192
H 0.1214 3.1517 -0.7831
H -0.9468 2.4497 0.5817
H 1.9530 1.6684 0.3636
H 0.8019 1.9675 1.7997
H 1.1647 4.2859 1.5270
H 2.2160 4.2448 0.0492
H 3.9889 3.4498 1.3589
H 3.5356 4.8895 2.1927
H 2.0886 3.8863 3.4805
H 2.2056 2.3020 3.1227
H -1.6542 -1.5311 1.1460
H -0.0351 -1.3801 -1.3457
H 0.4922 -3.4280 -0.1280
H 0.8081 -3.2193 -2.3721
H 0.7556 -4.9597 -1.5872
H -0.5860 -4.1672 -2.6638
H -1.1919 -5.2916 0.2414
H -1.7655 -3.8280 0.8775
H -2.2752 -4.3704 -0.7385
H -3.9497 -1.4024 -1.2316
N -1.2157 1.0303 -1.7695
N 2.8578 3.1906 3.1896
N -0.8182 -1.3020 0.3808
O -1.4334 0.4367 1.6852
O -2.3989 -2.1707 -2.6698
O -3.1412 -1.3962 -0.7669
*
```

Results
SMILES string = CC(C)[C@H](NC(=O)[C@@H](N)CCCCN)C(=O)O
HOMO level = -9.529 eV
Orbital gap = 10.12 eV

Most stable structure: x

w:
The following is a quantum chemistry calculation of 6 unconnected molecules or ions with the total composition C4H23N2O6, from the OMol25 dataset.

ORCA input file:
```
! RIJCOSX wB97M-V def2-TZVPD def2/J DEFGRID3
* xyz 1 1
N -0.5441 1.6179 0.5783
C 0.4480 0.7372 1.4263
C 1.0834 -0.2864 0.6150
C 2.4264 -0.4829 1.1743
O 2.5604 -1.8017 1.7277
C -0.4778 0.3324 2.5441
N -0.7608 1.6099 3.3042
H -1.4748 1.0951 0.4058
H -0.8269 2.4440 1.1090
H -0.2440 2.0348 -0.3640
H 1.3303 1.3764 2.0417
H 0.4800 -1.2123 0.2419
H 1.1481 0.0597 -0.4705
H 3.2030 -0.3130 0.4236
H 2.5955 0.0067 2.0938
H 2.9603 -2.3178 0.9071
H 0.0397 -0.3778 3.1071
H -1.4093 -0.0281 2.2483
H 0.1117 1.8104 3.6137
H -1.3662 1.2420 4.1256
H 1.6967 -3.0512 -1.0479
H 2.5621 -1.9956 -1.8468
O 1.7477 -2.1290 -1.4241
H 0.7379 0.3103 -3.9446
H 0.3611 1.8112 -3.8687
O 0.4404 1.0310 -3.3518
H -0.8684 -3.1900 -0.1308
H -2.4198 -2.6061 -0.0534
O -1.5354 -2.5954 -0.5103
H -1.9121 -0.5108 -3.9509
H -1.7892 -0.9541 -2.5369
O -2.2929 -0.3724 -3.1707
H -2.8401 2.9956 -1.4641
H -2.8620 1.5469 -2.0827
O -2.3090 2.1635 -1.4694
*
```

Results
HOMO level = -13.352 eV
Orbital gap = 10.78 eV

x:
The following is a quantum chemistry calculation of 6 unconnected molecules or ions with the total composition C4H23N2O6, from the OMol25 dataset.

ORCA input file:
```
! RIJCOSX wB97M-V def2-TZVPD def2/J DEFGRID3
* xyz 1 1
C -0.5437 2.5087 -1.9941
O 0.0300 2.1727 -3.2075
C -0.1447 1.2554 -0.9309
C -0.9741 0.0434 -0.9005
C -1.0688 -0.5436 0.4847
N 0.1544 -1.3518 0.8782
N 1.2696 0.8647 -1.2127
H -1.6125 2.4146 -2.2254
H -0.1947 3.4624 -1.5387
H 0.9838 2.3386 -3.2029
H 0.0797 1.8659 -0.0207
H -0.6162 -0.7964 -1.5243
H -1.9221 0.3396 -1.3532
H -1.9710 -1.2090 0.6297
H -1.1351 0.2636 1.1993
H -0.0880 -2.2423 0.4165
H 0.4008 -1.3907 1.8851
H 1.0021 -1.0342 0.4169
H 2.0507 1.4999 -1.3439
H 1.2888 0.2042 -2.0331
H -5.1470 -3.8409 -0.0066
H -5.3259 -2.3364 -0.0104
O -4.6683 -3.0205 0.1558
H -0.0162 0.6175 5.8446
H 1.0448 -0.4683 6.3162
O 0.5178 -0.1342 5.5842
H 2.5742 -3.2283 0.3573
H 1.7847 -3.2030 -1.0051
O 1.7215 -3.0316 -0.0584
H 1.7153 -2.2357 4.1997
H 1.8205 -0.8215 3.7979
O 1.8283 -1.7070 3.3978
H 2.4732 4.2268 -4.2241
H 1.1421 4.3679 -4.8118
O 1.5461 4.1496 -3.9595
*
```

Results
HOMO level = -11.672 eV
Orbital gap = 9.29 eV

Most stable structure: x

w:
The following is a quantum chemistry calculation of a single C3H4ClN3O molecule, from the OMol25 dataset.

ORCA input file:
```
! RIJCOSX wB97M-V def2-TZVPD def2/J DEFGRID3
* xyz 0 1
C -0.9695 -1.5944 0.0792
C -1.7004 -0.4366 -0.0957
C 1.7412 0.6202 -0.0856
N 0.3546 -1.2873 -0.0239
N 0.4665 0.0134 -0.0311
N -0.6636 0.6750 0.0059
O -0.7236 1.9118 0.0199
Cl -3.2947 0.0197 -0.0350
H -1.2294 -2.5665 0.1535
H 1.5317 1.6030 0.5922
H 2.3336 0.0510 0.5358
H 2.1536 0.9907 -1.1149
*
```

Results
SMILES string = Cn1ncc(Cl)[n+]1[O-]
HOMO level (alpha / beta) = -8.489 / -8.489 eV
Orbital gap (alpha / beta) = 9.33 / 9.33 eV

x:
The following is a quantum chemistry calculation of a single C3H4ClN3O molecule, from the OMol25 dataset.

ORCA input file:
```
! RIJCOSX wB97M-V def2-TZVPD def2/J DEFGRID3
* xyz 0 1
C 0.8942 -0.3370 0.5213
C -0.3344 0.4391 0.2623
C -1.5509 0.0524 -0.1184
H 1.1130 -1.3085 -1.2313
H 2.5161 -0.9168 -0.5386
H 0.5891 -1.2329 1.1288
H 1.5557 0.2039 1.1889
N 1.5875 -0.5597 -0.7641
N -0.3442 1.8242 0.1228
N -1.4709 2.2385 -0.2025
O -2.3384 1.1257 -0.3397
Cl -2.2168 -1.5289 -0.0294
*
```

Results
SMILES string = NCc1nnoc1Cl
HOMO level = -10.130 eV
Orbital gap = 10.67 eV

Most stable structure: x